Entry 1:
Formula: C43H37IrN4O2P2S3Te
Source: the Open Molecules 2025 dataset
Level of theory: ωB97M-V with the def2-TZVPD basis set

Spin multiplicity: 1

Last column: Mulliken charge in e.
CARTESIAN COORDINATES (ANGSTROEM)
Ir1 -0.401 1.035 -0.523  1.505
S1 1.365 2.580 -0.357  -0.772
P1 2.287 1.044 0.621  1.806
C1 1.133 -0.173 0.438  -1.793
P2 1.213 -1.301 -0.828  1.390
S2 0.463 -0.293 -2.444  -0.690
C2 0.229 -2.768 -0.420  0.750
C3 0.244 -3.867 -1.281  -0.645
C4 -0.425 -5.029 -0.936  -0.932
C5 -1.134 -5.092 0.260  -0.469
C6 -1.170 -3.995 1.105  -0.453
C7 -0.479 -2.834 0.772  -0.627
C8 2.822 -2.053 -1.180  0.426
C9 3.307 -3.040 -0.319  -0.547
C10 4.551 -3.607 -0.541  -0.701
C11 5.316 -3.195 -1.627  -0.547
C12 4.837 -2.214 -2.483  -0.585
C13 3.591 -1.640 -2.259  -0.343
C14 3.992 0.801 0.061  0.454
C15 4.430 1.418 -1.105  -0.375
C16 5.733 1.228 -1.545  -0.754
C17 6.591 0.404 -0.833  -0.506
C18 6.153 -0.227 0.325  -0.640
C19 4.861 -0.020 0.781  -0.438
C20 2.471 1.483 2.373  0.138
C21 1.957 0.643 3.355  0.097
C22 2.037 1.011 4.695  -0.564
C23 2.629 2.213 5.050  -0.542
C24 3.150 3.053 4.069  -0.693
C25 3.070 2.690 2.735  -0.504
H1 0.795 -3.816 -2.215  0.496
H2 -0.396 -5.887 -1.597  0.456
H3 -1.666 -5.998 0.525  0.381
H4 -1.743 -4.032 2.023  0.402
H5 -0.489 -1.973 1.427  0.238
H6 2.703 -3.371 0.519  0.434
H7 4.922 -4.374 0.127  0.426
H8 6.286 -3.642 -1.805  0.408
H9 5.434 -1.890 -3.327  0.434
H10 3.209 -0.872 -2.922  0.341
H11 3.743 2.044 -1.661  0.416
H12 6.074 1.720 -2.448  0.401
H13 7.606 0.251 -1.179  0.412
H14 6.823 -0.874 0.877  0.425
H15 4.525 -0.496 1.696  0.386
H16 1.481 -0.283 3.050  0.332
H17 1.630 0.359 5.458  0.442
H18 2.685 2.503 6.092  0.398
H19 3.610 3.993 4.347  0.406
H20 3.458 3.352 1.969  0.381
N1 -4.809 -4.610 -4.631  -0.557
C26 -4.547 -3.677 -3.633  1.121
C27 -3.488 -3.869 -2.742  -0.879
C28 -3.202 -2.919 -1.780  0.585
C29 -3.970 -1.767 -1.703  -0.879
C30 -5.024 -1.562 -2.582  -0.233
C31 -5.311 -2.512 -3.539  -0.946
S3 -3.603 -0.564 -0.483  1.496
O1 -4.782 0.246 -0.326  -0.767
O2 -3.041 -1.207 0.687  -0.648
N2 -2.399 0.386 -1.043  -0.150
C32 -2.527 1.230 -2.106  0.449
N3 -1.497 2.123 -2.049  -0.245
C33 -1.319 2.938 -3.073  -0.121
C34 -2.218 2.955 -4.123  -0.841
C35 -3.286 2.074 -4.046  -0.391
N4 -3.456 1.201 -3.056  -0.352
H21 -4.472 -5.542 -4.456  0.230
H22 -5.743 -4.597 -5.006  0.225
H23 -2.889 -4.768 -2.805  0.308
H24 -2.397 -3.072 -1.078  -0.096
H25 -5.609 -0.654 -2.507  0.462
H26 -6.135 -2.356 -4.228  0.275
H27 -0.456 3.593 -3.031  0.493
H28 -2.099 3.632 -4.955  0.394
H29 -4.039 2.061 -4.827  0.434
C36 -0.575 3.225 2.637  -0.138
Te1 -1.329 1.392 1.835  -0.009
C37 -3.116 2.545 1.622  -0.995
C38 -3.045 3.550 2.743  0.490
C39 -4.183 4.137 3.284  -0.589
C40 -4.073 5.058 4.316  -0.606
C41 -2.823 5.393 4.817  -0.619
C42 -1.683 4.807 4.284  -0.660
C43 -1.785 3.888 3.247  0.230
H30 -0.149 3.797 1.810  0.442
H31 0.210 3.028 3.366  -0.083
H32 -3.993 1.903 1.660  0.631
H33 -3.079 3.012 0.637  0.358
H34 -5.159 3.865 2.898  0.472
H35 -4.965 5.505 4.738  0.392
H36 -2.736 6.102 5.630  0.389
H37 -0.706 5.059 4.680  0.468

---

Entry 2:
Formula: C43H37N6O3S4Sn
Source: the Open Molecules 2025 dataset
Level of theory: ωB97M-V with the def2-TZVPD basis set

Net charge: +1
Spin multiplicity: 1

Last column: Mulliken charge in e.
CARTESIAN COORDINATES (ANGSTROEM)
Sn1 0.364 -1.012 0.066  0.958
S1 -0.713 -4.976 2.258  -0.294
C1 -1.542 -3.745 3.101  -0.466
C2 -1.269 -2.506 2.595  -1.301
C3 -0.365 -2.525 1.495  0.287
C4 0.013 -3.812 1.211  0.191
C5 0.905 -4.158 0.106  0.873
C6 1.221 -5.459 -0.277  -1.202
C7 2.061 -5.658 -1.355  -0.525
C8 2.568 -4.561 -2.041  -1.005
C9 2.209 -3.299 -1.611  -0.346
N1 1.411 -3.105 -0.558  0.672
H1 -2.183 -3.998 3.930  0.492
H2 -1.712 -1.609 3.009  0.403
H3 0.803 -6.299 0.263  0.466
H4 2.318 -6.662 -1.664  0.439
H5 3.225 -4.679 -2.890  0.470
H6 2.574 -2.399 -2.094  0.440
S2 3.313 2.192 6.702  0.130
N2 3.983 1.197 5.624  -0.717
C10 3.054 0.931 4.722  0.746
C11 3.232 0.088 3.555  0.920
C12 4.434 -0.553 3.259  -0.729
C13 4.515 -1.308 2.113  -1.217
C14 3.395 -1.404 1.291  -0.337
N3 2.243 -0.809 1.569  0.701
C15 2.151 -0.064 2.685  -0.972
C16 0.876 0.617 2.948  -0.879
N4 -0.084 0.471 2.031  1.332
C17 -1.233 1.110 2.180  -0.544
C18 -1.502 1.918 3.283  -0.831
C19 -0.527 2.070 4.244  -0.902
C20 0.696 1.420 4.077  0.901
C21 1.818 1.575 4.982  0.957
N5 1.834 2.322 6.073  -0.722
H7 5.276 -0.439 3.930  0.555
H8 5.424 -1.821 1.836  0.500
H9 3.434 -1.971 0.374  0.423
H10 -1.959 0.969 1.386  0.019
H11 -2.459 2.414 3.369  0.542
H12 -0.680 2.694 5.115  0.545
O1 -1.801 -2.396 -1.433  -0.582
C22 -2.927 -2.863 -0.719  -0.257
C23 -3.862 -1.739 -0.336  0.479
C24 -5.165 -2.002 0.080  -1.075
C25 -5.992 -0.941 0.387  -0.425
C26 -5.500 0.354 0.262  -1.285
C27 -4.195 0.518 -0.155  -0.106
N6 -3.381 -0.504 -0.442  0.538
H13 -1.949 -1.449 -1.603  0.095
H14 -2.586 -3.375 0.187  0.171
H15 -3.475 -3.592 -1.324  0.450
H16 -5.515 -3.024 0.145  0.524
H17 -7.011 -1.115 0.706  0.428
H18 -6.117 1.215 0.475  0.470
H19 -3.770 1.511 -0.272  0.551
O2 2.966 -0.217 -1.442  -0.243
S3 3.559 1.154 -1.608  -0.072
C28 2.472 2.088 -2.707  -0.059
C29 2.303 1.352 -4.036  -1.267
C30 1.088 0.425 -4.063  0.127
C31 -0.260 1.165 -4.100  -1.122
S4 -1.196 0.969 -2.563  1.167
O3 -0.634 1.943 -1.574  -0.920
C32 -2.745 1.654 -3.125  -0.006
C33 -3.661 0.814 -3.742  -0.380
C34 -4.885 1.327 -4.141  -0.741
C35 -5.186 2.663 -3.905  -0.511
C36 -4.267 3.488 -3.272  -0.704
C37 -3.036 2.984 -2.873  -0.287
C38 3.281 2.087 -0.102  0.861
C39 2.020 2.503 0.317  0.489
C40 1.910 3.235 1.489  -0.865
C41 3.038 3.526 2.249  -0.516
C42 4.287 3.082 1.841  -0.827
C43 4.410 2.365 0.657  -0.674
H20 2.968 3.054 -2.826  0.638
H21 1.510 2.246 -2.219  -0.168
H22 3.201 0.768 -4.260  0.450
H23 2.216 2.088 -4.839  0.416
H24 1.129 -0.243 -3.198  -0.272
H25 1.154 -0.211 -4.947  0.514
H26 -0.913 0.766 -4.878  0.636
H27 -0.159 2.241 -4.264  0.479
H28 -3.426 -0.234 -3.898  0.386
H29 -5.608 0.685 -4.626  0.421
H30 -6.145 3.060 -4.212  0.420
H31 -4.509 4.527 -3.086  0.429
H32 -2.307 3.599 -2.361  0.434
H33 1.130 2.267 -0.256  -0.044
H34 0.935 3.581 1.810  0.511
H35 2.941 4.104 3.160  0.415
H36 5.165 3.306 2.432  0.467
H37 5.383 2.033 0.316  0.464

---

Electronic energy list, top to bottom, in a.u.: -4280.01855 -4021.97340